1.
C23H31NO3 in the gas phase, computed with ωB97M-V with the def2-TZVPD basis set.

Structure (XYZ):
```
58
Properties=species:S:1:pos:R:3
C -7.06 -3.45 -0.23
O -7.02 -2.10 -0.60
C -6.00 -1.32 -0.13
C -6.02 0.02 -0.52
C -5.03 0.88 -0.10
C -3.98 0.45 0.71
C -2.89 1.38 1.14
C -1.64 1.38 0.23
C -2.05 1.74 -1.22
O -2.54 3.05 -1.35
C -0.64 2.41 0.78
C 0.74 2.29 0.14
N 1.26 0.95 0.33
C 2.69 0.82 0.11
C 3.12 0.83 -1.36
C 3.20 -0.43 0.86
O 4.54 -0.28 1.27
C 5.58 -0.70 0.48
C 6.84 -0.32 0.94
C 7.98 -0.70 0.25
C 7.88 -1.46 -0.90
C 6.63 -1.84 -1.35
C 5.48 -1.47 -0.67
C 0.42 -0.01 -0.36
C -0.98 0.00 0.25
C -3.98 -0.88 1.10
C -4.97 -1.77 0.69
H -7.94 -3.86 -0.71
H -6.17 -3.99 -0.58
H -7.15 -3.57 0.85
H -6.83 0.36 -1.15
H -5.09 1.92 -0.41
H -2.57 1.10 2.15
H -3.28 2.40 1.20
H -2.78 1.01 -1.58
H -1.18 1.70 -1.88
H -3.35 3.13 -0.83
H -0.54 2.25 1.85
H -1.03 3.41 0.61
H 1.41 3.00 0.63
H 0.68 2.57 -0.93
H 3.15 1.68 0.61
H 2.74 1.72 -1.85
H 2.76 -0.05 -1.88
H 4.21 0.85 -1.42
H 2.63 -0.51 1.79
H 3.05 -1.34 0.28
H 6.90 0.27 1.84
H 8.95 -0.40 0.62
H 8.76 -1.76 -1.44
H 6.53 -2.44 -2.25
H 4.52 -1.78 -1.06
H 0.85 -1.00 -0.24
H 0.36 0.21 -1.44
H -1.60 -0.73 -0.27
H -0.88 -0.32 1.29
H -3.20 -1.25 1.75
H -4.93 -2.79 1.03
```

- Lowest unoccupied orbital energy: 0.70 eV
- Orbital gap: 9.032 eV
- Strongest force on any atom: 0.60 eV Å⁻¹
- Highest occupied orbital energy: -0.306 Eh
- Energy above the lowest of the compared OMol25 structures with the same formula, charge and spin: 47.23 kJ/mol
- SMILES string: COc1ccc(CC2(CO)CCN([C@H](C)COc3ccccc3)CC2)cc1
- Net charge: 0

How is the electron density shared among the atoms? According to natural (NBO), the charges in e are: C -0.25; O -0.49; C 0.30; C -0.25; C -0.19; C -0.07; C -0.41; C -0.06; C -0.07; O -0.72; C -0.40; C -0.21; N -0.46; C -0.06; C -0.64; C -0.07; O -0.50; C 0.30; C -0.26; C -0.19; C -0.25; C -0.20; C -0.27; C -0.21; C -0.41; C -0.13; C -0.32; H 0.20; H 0.18; H 0.18; H 0.22; H 0.20; H 0.22; H 0.20; H 0.17; H 0.18; H 0.46; H 0.20; H 0.22; H 0.21; H 0.16; H 0.21; H 0.21; H 0.20; H 0.23; H 0.21; H 0.17; H 0.22; H 0.21; H 0.21; H 0.21; H 0.21; H 0.20; H 0.16; H 0.22; H 0.21; H 0.20; H 0.22

2.
A molecular structure, C23H32AsN3O11Si3Tl in a non-equilibrium geometry, computed with ωB97M-V with the def2-TZVPD basis set.

Structure (XYZ):
```
74
Properties=species:S:1:pos:R:3
Tl 11.69 12.17 4.81
O 18.94 13.03 5.00
C 17.95 13.78 4.88
O 17.77 14.95 5.17
C 16.59 13.17 4.31
C 16.27 11.88 4.69
C 14.96 11.40 4.59
N 14.02 12.22 4.21
C 14.29 13.49 3.82
C 15.54 14.00 3.78
C 13.09 14.35 3.45
O 13.32 15.49 3.09
O 11.90 13.76 3.52
H 17.11 11.47 5.23
H 14.79 10.31 4.74
H 15.64 15.00 3.41
O 7.72 10.76 4.80
C 8.94 10.69 4.62
O 9.69 11.71 4.30
C 9.60 9.39 4.80
C 8.74 8.30 4.87
C 9.20 6.96 5.02
C 10.57 6.66 5.14
C 11.38 7.76 5.08
C 11.02 9.12 4.88
O 12.00 9.96 4.77
N 12.81 7.49 5.26
O 13.40 7.99 6.18
O 13.34 6.72 4.46
N 8.25 5.87 5.23
O 8.65 4.79 5.58
O 7.05 6.16 5.14
H 7.67 8.37 4.82
H 10.98 5.74 5.27
C 14.66 15.05 6.68
Si 12.97 15.09 7.52
C 13.10 15.30 9.38
C 11.99 16.52 6.72
As 11.75 13.17 7.17
Si 9.53 13.78 7.51
C 9.00 14.72 5.87
C 8.39 12.30 7.90
C 9.20 14.84 8.98
Si 12.12 11.28 8.60
C 11.93 11.91 10.37
C 10.98 10.03 8.03
C 13.86 10.78 8.16
H 15.43 15.65 7.25
H 14.38 15.39 5.70
H 15.01 14.01 6.65
H 13.70 14.49 9.80
H 12.14 15.21 9.79
H 13.64 16.22 9.68
H 11.78 16.28 5.70
H 12.61 17.45 6.79
H 11.08 16.74 7.28
H 9.45 14.18 5.02
H 9.56 15.68 5.90
H 7.92 14.91 5.75
H 8.35 11.53 7.12
H 7.43 12.88 7.91
H 8.45 11.87 8.91
H 9.56 15.85 8.94
H 9.32 14.38 10.03
H 8.05 14.83 8.93
H 11.62 10.96 10.91
H 11.11 12.67 10.45
H 12.97 12.07 10.78
H 10.57 9.57 8.96
H 11.47 9.22 7.49
H 10.08 10.37 7.42
H 14.70 11.48 8.39
H 13.93 10.47 7.08
H 14.11 9.91 8.76
```

- Lowest unoccupied orbital energy: 1.49 eV
- Orbital gap: 7.259 eV
- Strongest force on any atom: 3.97 eV Å⁻¹
- Highest occupied orbital energy: -0.212 Eh
- Energy above the lowest of the compared OMol25 structures with the same formula, charge and spin: 55.93 kJ/mol
- Net charge: -1

How is the electron density shared among the atoms? According to Löwdin, the charges in e are: Tl 0.83; O -0.04; C -0.71; O -0.02; C -0.05; C 0.00; C -0.12; N 0.02; C -0.23; C 0.04; C -0.56; O 0.08; O -0.16; H 0.11; H 0.12; H 0.13; O 0.05; C -0.59; O -0.13; C -0.06; C 0.08; C -0.10; C 0.09; C -0.09; C -0.28; O -0.14; N -0.35; O 0.09; O 0.09; N -0.37; O 0.08; O 0.05; H 0.13; H 0.11; C -0.17; Si 0.32; C -0.20; C -0.20; As 0.87; Si 0.30; C -0.17; C -0.19; C -0.24; Si 0.30; C -0.21; C -0.20; C -0.21; H 0.08; H 0.01; H 0.03; H 0.02; H -0.02; H 0.05; H 0.01; H 0.06; H 0.01; H 0.00; H 0.01; H 0.04; H 0.01; H 0.05; H 0.04; H 0.01; H 0.05; H 0.06; H 0.04; H 0.03; H 0.05; H 0.06; H 0.03; H 0.04; H 0.05; H 0.03; H 0.03

3.
A molecular structure, C23H32BBrCeN7 in a non-equilibrium geometry, computed with ωB97M-V with the def2-TZVPD basis set.

Structure (XYZ):
```
65
Properties=species:S:1:pos:R:3
Ce 0.07 0.06 -0.55
C 3.31 -0.69 -0.99
C 3.78 -0.89 0.44
C 3.81 -2.38 0.83
C 2.97 -0.09 1.41
C 3.34 0.37 2.65
C 2.27 1.14 3.11
N 1.30 1.13 2.20
N 1.70 0.36 1.13
B 0.01 1.99 2.21
N 0.02 2.90 0.96
C 0.02 4.22 0.87
C 0.05 4.60 -0.47
C 0.06 3.43 -1.19
N 0.05 2.38 -0.31
C 0.08 3.16 -2.66
C -1.19 2.40 -3.06
C 1.33 2.38 -3.04
N -1.24 1.08 2.15
C -2.16 0.93 3.10
C -3.20 0.14 2.62
C -2.88 -0.17 1.32
N -1.65 0.39 1.03
C -3.71 -0.88 0.31
C -5.03 -0.12 0.09
C -2.97 -1.08 -1.01
H 4.00 -1.16 -1.69
H 3.25 0.37 -1.25
H 2.35 -1.20 -1.15
H 4.79 -0.51 0.51
H 2.82 -2.83 0.74
H 4.16 -2.51 1.85
H 4.49 -2.92 0.17
H 4.28 0.20 3.15
H 2.15 1.70 4.02
H -0.02 2.65 3.20
H 0.00 4.83 1.77
H 0.06 5.61 -0.87
H 0.09 4.11 -3.18
H -1.20 1.39 -2.59
H -1.24 2.23 -4.13
H -2.10 2.90 -2.74
H 1.32 1.37 -2.58
H 2.25 2.86 -2.70
H 1.39 2.21 -4.11
H -2.03 1.40 4.06
H -4.10 -0.14 3.15
H -3.94 -1.87 0.72
H -4.84 0.87 -0.32
H -5.58 -0.01 1.03
H -5.66 -0.67 -0.60
H -2.65 -0.11 -1.42
H -3.65 -1.50 -1.76
H -2.14 -1.78 -0.91
Br 0.30 -5.85 -2.96
C 0.21 -4.68 -1.53
C 0.13 -5.13 -0.21
C 0.07 -4.21 0.83
C 0.09 -2.87 0.52
N 0.16 -2.43 -0.76
C 0.22 -3.31 -1.77
H 0.12 -6.19 -0.01
H 0.01 -4.53 1.86
H 0.05 -2.12 1.30
H 0.27 -2.93 -2.78
```

- Lowest unoccupied orbital energy (alpha / beta): -12.61 / -12.61 eV
- Orbital gap (alpha / beta): 5.090 / 5.088 eV
- Strongest force on any atom: 1.51 eV Å⁻¹
- Highest occupied orbital energy (alpha / beta): -0.651 / -0.651 Eh
- Energy above the lowest of the compared OMol25 structures with the same formula, charge and spin: 29.47 kJ/mol
- Net charge: +3

How is the electron density shared among the atoms? According to Löwdin, the charges in e are: Ce 1.59; C -0.05; C -0.33; C -0.01; C -0.21; C 0.07; C 0.03; N 0.00; N -0.04; B -0.47; N 0.02; C 0.04; C 0.08; C -0.22; N -0.06; C -0.33; C -0.01; C -0.02; N 0.00; C 0.03; C 0.06; C -0.21; N -0.04; C -0.33; C -0.02; C -0.06; H 0.12; H 0.09; H 0.03; H 0.16; H 0.07; H 0.10; H 0.10; H 0.14; H 0.16; H 0.15; H 0.16; H 0.14; H 0.17; H 0.03; H 0.11; H 0.11; H 0.03; H 0.11; H 0.11; H 0.16; H 0.14; H 0.16; H 0.10; H 0.09; H 0.10; H 0.07; H 0.12; H 0.05; Br 0.93; C -0.66; C -0.02; C 0.01; C -0.15; N -0.12; C -0.13; H 0.14; H 0.14; H 0.12; H 0.13

Which of these has the highest strongest force on any atom? C23H32AsN3O11Si3Tl

What is the formula in the third record? C23H32BBrCeN7